Here is a cluster of 10 separate species, C55H51N9O22PS in total at a distorted geometry from the Open Molecules 2025 dataset. Energies are from ωB97M-V with the def2-TZVPD basis set.

```
139
Properties=species:S:1:pos:R:3:forces:R:3
O 1.10649 -5.51257 4.91586 -1.1 6.1 -1.0
P 1.05017 -3.98010 4.50414 4.2 -4.9 0.6
O 1.88564 -3.87932 2.94079 -4.1 0.5 2.3
O 1.94609 -2.93336 5.60251 -2.6 -0.7 -4.2
C -0.71471 -3.31082 4.19421 -0.3 1.2 -1.8
S -1.99591 -3.88880 5.44238 -1.1 1.5 0.4
O -3.25743 -2.69790 5.31789 2.9 -2.5 -1.6
H 1.13176 -4.09885 2.28660 2.0 0.3 1.0
H 2.04872 -2.07772 5.06979 0.2 -1.2 1.2
H -1.02795 -3.57460 3.08044 0.5 0.4 2.4
H -0.69075 -2.13002 4.26289 -0.3 -2.3 0.2
H -2.55787 -5.13485 5.03119 0.6 1.5 -0.4
H -3.19427 -2.42299 4.34643 -0.9 0.3 1.3
C 5.85222 -7.93409 4.66098 0.0 0.1 -0.1
C 7.09634 -7.70167 4.07250 -0.3 0.3 0.0
C 7.31328 -6.53905 3.33044 -0.1 0.0 0.0
C 6.27394 -5.60950 3.18732 -0.1 -0.8 0.5
C 5.02162 -5.84396 3.77058 0.1 0.0 0.0
C 4.81574 -7.01164 4.50802 0.3 0.1 -0.2
N 6.50351 -4.37338 2.42985 0.5 0.8 -0.7
O 7.61906 -4.21144 1.91310 -1.8 -0.1 0.8
O 5.57065 -3.56094 2.35394 1.2 -0.9 0.1
H 5.68956 -8.83938 5.24338 0.0 0.2 -0.1
H 7.89874 -8.42603 4.19496 -0.2 0.2 -0.1
H 8.28852 -6.37258 2.87818 -0.3 0.1 0.0
H 4.20471 -5.13340 3.66335 0.3 -0.1 -0.1
H 3.84807 -7.20132 4.96724 0.2 0.1 -0.1
C -5.24143 -0.86167 -1.08250 0.0 -0.1 0.2
C -6.43135 -1.15096 -0.41275 0.4 0.0 0.2
C -6.44822 -1.23126 0.98104 0.0 0.0 0.0
C -5.26321 -1.01458 1.69767 -0.1 0.1 -0.8
C -4.06563 -0.73160 1.02746 0.0 0.0 -0.2
C -4.06058 -0.65668 -0.36683 -0.2 -0.2 0.3
N -5.27976 -1.07246 3.16425 -1.6 -0.3 0.4
O -6.35476 -1.34425 3.71941 2.3 0.5 -0.8
O -4.21945 -0.84227 3.76325 -0.5 -0.4 -0.2
H -5.23441 -0.79453 -2.16907 0.0 0.0 0.2
H -7.34728 -1.31094 -0.97758 0.2 0.0 0.2
H -7.38364 -1.45755 1.48812 0.3 0.1 0.0
H -3.13769 -0.56615 1.57088 -0.3 0.0 0.0
H -3.13662 -0.43458 -0.89617 -0.2 0.0 0.2
C 6.83235 -1.98788 4.93275 0.1 0.0 0.0
C 5.64244 -2.27717 5.60250 0.4 0.1 0.3
C 5.62557 -2.35748 6.99629 0.1 0.0 0.0
C 6.81058 -2.14079 7.71292 0.0 0.1 -1.0
C 8.00816 -1.85781 7.04271 -0.1 0.0 0.0
C 8.01320 -1.78290 5.64842 -0.4 -0.1 0.2
N 6.79403 -2.19868 9.17950 0.1 0.0 1.5
O 5.71902 -2.47047 9.73466 1.5 0.4 -0.8
O 7.85434 -1.96849 9.77850 -1.6 -0.4 -0.9
H 6.83937 -1.92074 3.84618 0.0 0.0 0.2
H 4.72651 -2.43716 5.03767 0.2 0.0 0.1
H 4.69014 -2.58376 7.50337 0.3 0.1 0.1
H 8.93609 -1.69237 7.58613 -0.4 -0.1 0.1
H 8.93717 -1.56079 5.11908 -0.2 -0.1 0.2
C -4.98297 3.92111 -6.10970 0.0 -0.1 0.2
C -6.25996 3.73613 -5.57752 0.2 -0.1 0.1
C -6.41343 3.21334 -4.29201 0.1 0.0 0.0
C -5.27587 2.88198 -3.54306 0.1 0.3 -0.8
C -3.99289 3.05946 -4.07779 0.0 0.0 0.0
C -3.85211 3.58044 -5.36559 -0.3 -0.1 0.2
N -5.42993 2.35587 -2.18147 -0.3 -0.2 0.8
O -6.58182 2.19548 -1.75119 1.7 0.1 -0.5
O -4.39998 2.10624 -1.53887 -1.4 0.3 -0.7
H -4.86821 4.33433 -7.11034 0.0 -0.1 0.2
H -7.13653 4.00264 -6.16417 0.4 -0.1 0.3
H -7.41539 3.07528 -3.89156 0.4 0.0 0.1
H -3.10160 2.80190 -3.50946 -0.3 0.0 0.0
H -2.86033 3.72480 -5.78843 -0.2 0.0 0.1
C 1.55082 3.35817 -1.35438 -0.1 0.0 0.0
C 0.50403 4.12307 -0.83737 0.1 0.0 -0.4
C -0.27656 4.90735 -1.68882 0.0 0.0 -0.1
C -0.00168 4.91464 -3.06329 0.5 -0.5 0.6
C 1.05345 4.15369 -3.58398 0.0 0.0 0.0
C 1.82895 3.37548 -2.72221 -0.3 0.2 0.1
N -0.83469 5.71718 -3.96689 -0.6 0.4 -0.6
O -1.74661 6.39148 -3.46547 1.2 -1.2 -0.6
O -0.58129 5.67136 -5.17922 -0.4 0.0 1.7
H 2.15314 2.74384 -0.68729 -0.1 0.1 -0.2
H 0.29439 4.10551 0.23001 0.0 0.1 -0.2
H -1.08875 5.49775 -1.27035 0.2 -0.1 -0.3
H 1.28095 4.15388 -4.64793 -0.2 0.1 0.2
H 2.64834 2.77892 -3.11713 -0.2 0.2 0.1
C 7.68321 5.04155 -4.62768 -0.1 -0.1 0.1
C 6.64809 5.38779 -3.75776 0.1 -0.4 0.0
C 5.98279 4.39751 -3.03241 0.0 0.0 0.0
C 6.36711 3.05799 -3.18319 0.5 0.7 -0.5
C 7.40079 2.70678 -4.06161 0.0 0.0 0.0
C 8.05686 3.70565 -4.78377 -0.3 0.1 0.3
N 5.68866 2.01507 -2.40440 -0.3 -1.1 0.5
O 4.76652 2.36380 -1.65224 1.1 -0.5 -0.9
O 6.07929 0.84675 -2.54030 -0.7 1.8 0.3
H 8.20277 5.81779 -5.18688 -0.1 -0.2 0.1
H 6.36163 6.43098 -3.64263 0.0 -0.3 0.0
H 5.17823 4.68367 -2.35850 0.2 -0.3 -0.1
H 7.70596 1.67063 -4.19200 -0.2 0.2 0.2
H 8.86259 3.44348 -5.46590 -0.2 0.0 0.2
C -12.58789 1.75968 -4.41637 0.1 0.1 -0.1
C -13.08745 2.14530 -5.66131 0.4 0.1 0.1
C -12.30916 2.92888 -6.51551 0.1 0.0 0.0
C -11.02432 3.31858 -6.11292 -0.6 -0.6 0.6
C -10.52329 2.93931 -4.86048 -0.1 0.0 -0.1
C -11.31204 2.15799 -4.01368 -0.1 0.1 -0.4
N -10.19147 4.12094 -7.01683 0.3 0.7 -1.2
O -10.67762 4.45234 -8.10841 0.9 -0.5 1.8
O -9.04900 4.41736 -6.63877 -1.7 -0.3 -0.6
H -13.19628 1.14396 -3.75610 0.1 0.1 -0.1
H -14.08333 1.83216 -5.96745 0.2 0.1 0.0
H -12.71287 3.22106 -7.48247 0.3 0.0 0.2
H -9.52983 3.23887 -4.53332 -0.3 0.0 -0.3
H -10.93091 1.85588 -3.04069 0.0 0.1 -0.2
C 2.93514 -11.90342 9.07552 0.0 0.0 -0.1
C 3.81870 -12.73692 8.38797 -0.2 0.3 -0.2
C 3.95190 -12.62490 7.00266 0.0 0.1 0.0
C 3.19528 -11.66724 6.31332 -0.1 -0.1 1.0
C 2.30183 -10.83441 7.00007 0.1 0.0 0.0
C 2.17514 -10.95770 8.38514 0.3 -0.2 -0.2
N 3.34958 -11.52729 4.86037 0.3 0.0 -1.4
O 4.13597 -12.29535 4.28647 -1.2 1.2 0.9
O 2.68822 -10.64688 4.29157 0.9 -1.2 0.8
H 2.83887 -11.99067 10.15641 0.0 0.0 -0.2
H 4.40648 -13.47257 8.93285 -0.1 0.1 -0.2
H 4.64483 -13.28183 6.48146 -0.2 0.3 -0.1
H 1.70485 -10.09027 6.47700 0.3 -0.3 -0.1
H 1.48652 -10.31376 8.92772 0.1 -0.1 -0.2
C -1.37368 8.65340 -5.47331 0.0 0.1 0.0
C -0.12957 8.88581 -6.06179 -0.3 0.4 -0.1
C 0.08737 10.04844 -6.80385 0.0 0.0 0.0
C -0.95197 10.97798 -6.94697 -0.1 -0.8 0.5
C -2.20428 10.74352 -6.36371 0.0 0.0 0.0
C -2.41016 9.57585 -5.62627 0.4 0.1 -0.2
N -0.72239 12.21411 -7.70444 0.2 1.2 -0.7
O 0.39316 12.37605 -8.22119 -1.6 -0.2 0.7
O -1.65526 13.02654 -7.78035 1.4 -1.2 0.1
H -1.53634 7.74810 -4.89091 -0.1 0.6 -0.4
H 0.67284 8.16145 -5.93934 -0.2 0.2 -0.1
H 1.06261 10.21491 -7.25612 -0.3 0.2 0.0
H -3.02120 11.45409 -6.47094 0.4 0.0 -0.1
H -3.37783 9.38616 -5.16705 0.2 0.1 -0.1
```
Forces are in eV/Å.

Total energy: -136408.452 eV
HOMO level: -10.747 eV
Net charge: +1
Lowest unoccupied orbital energy: -5.13 eV